Entry 1:
C3H12N10O2 | ωB97M-V with the def2-TZVPD basis set

As for the multiplicity: 3. As for the net charge: +2. Its molar mass is 220.20 g/mol. The gap between HOMO and LUMO (spin up / spin down) is 0.2159 / 0.2850 hartree.

Last column: Mulliken charge in e.
Atoms and positions in Å:
C1 3.3180 -0.8725 -0.4566  0.6205
O1 -1.3260 -0.7238 1.3992  -0.6409
H1 4.0964 -0.2320 -2.3136  0.2413
O2 1.3232 -0.5267 1.5675  -0.6628
H2 3.0367 -1.4703 1.3756  0.2536
N1 -4.0862 -0.8172 -1.4818  -0.2496
N2 -2.0623 -0.1662 -0.6576  -0.7652
H3 -5.0424 -0.8750 -1.4650  0.2066
N3 0.1815 3.3391 0.6700  -0.2626
H4 4.6999 -1.6553 -1.6617  0.2315
N4 -0.2611 2.2233 1.0650  -0.2093
H5 4.4678 -2.1730 0.5288  0.2152
N5 2.1125 -0.2157 -0.5268  -0.7947
N6 4.1202 -0.8107 -1.5032  -0.3754
H6 -3.7943 -0.6567 -2.4144  0.2526
H7 -0.1923 3.8388 -0.0817  0.2398
H8 0.9004 3.9011 1.0913  0.2411
N7 -1.2042 -0.2396 0.2821  1.2246
H9 -4.8518 -1.0284 1.0746  0.2516
C2 -3.3995 -0.6165 -0.4281  0.5166
C3 0.0489 0.4039 -0.1047  -0.2604
H10 -3.3181 -0.6928 1.6111  0.2912
N8 3.6604 -1.5648 0.6045  -0.2647
H11 0.0938 0.6426 -1.1463  0.5846
H12 0.2111 1.8423 1.8509  0.2791
N9 1.2422 -0.1499 0.3632  1.1593
N10 -3.9750 -0.7040 0.7577  -0.3235

Entry 2:
C3H12N2O | ωB97M-V with the def2-TZVPD basis set

The energy relative to the best compared isomer or geometry (same formula, charge and spin) is 19.97 kcal per mole. The SMILES is NCCCN.O. As for the net charge: 0. Its molar mass is 92.14 g/mol. The gap between HOMO and LUMO is 0.3853 hartree.

Last column: Mulliken charge in e.
Atoms and positions in Å:
H1 2.1516 -2.1320 -0.8691  0.2275
O1 -0.1229 6.4413 -3.3078  -0.6285
H2 -0.3565 7.1260 -2.6627  0.3122
H3 3.1693 -2.3633 0.3129  0.2366
H4 1.7043 -2.0116 1.9118  0.2729
C1 0.2167 -0.8386 0.7765  -0.4946
H5 -2.1538 0.3369 1.3622  0.2386
H6 -1.3141 -1.8838 -0.2890  0.3554
C2 -1.2601 -1.2580 0.6098  -0.6001
H7 0.8734 -2.9336 0.6213  0.3277
N1 2.4278 -1.7305 0.0251  -0.6702
H8 -0.7412 5.8210 -2.8798  0.3163
H9 0.4478 -0.2161 -0.0941  0.2735
H10 -1.5354 -1.9911 1.3871  0.3089
H11 -2.9710 -0.3047 0.1754  0.2508
N2 -2.0237 -0.0103 0.4101  -0.6191
H12 0.2639 -0.1007 1.5860  0.2751
C3 1.2239 -1.9510 0.9243  -0.3829